The following is a DFT calculation (ωB97M-V/def2-TZVPD) of C17H15F6MnN3O6S7 as an isolated structure.

- Energy: -5810.059253 a.u.
- Kohn-Sham gap (alpha / beta): 0.2447 / 0.2414 hartree
- HOMO level (alpha / beta): -0.306 / -0.339 Ha
- Spin multiplicity: 4
- E_LUMO (alpha / beta): -1.68 / -2.65 eV

```
55
C17H15F6MnN3O6S7 | OMol25 | ωB97M-V/def2-TZVPD
Mn -1.014 0.600 -0.203
C 0.739 -4.040 -0.905
C 0.890 -3.794 0.591
N 1.697 -2.598 0.892
C 3.159 -2.752 0.945
C 3.877 -2.445 -0.364
C 1.156 -1.386 0.992
S -0.563 -1.231 1.111
N 1.998 -0.349 1.136
C 1.724 0.843 0.704
O 0.777 1.145 -0.122
C 2.599 1.965 1.117
C 3.852 1.726 1.673
C 4.632 2.789 2.097
C 4.159 4.091 1.979
C 2.912 4.331 1.419
C 2.135 3.269 0.980
H 0.041 -4.860 -1.073
H 1.690 -4.293 -1.375
H 0.333 -3.150 -1.387
H 1.374 -4.639 1.077
H -0.092 -3.673 1.032
H 3.349 -3.779 1.249
H 3.527 -2.090 1.725
H 3.606 -3.148 -1.152
H 4.955 -2.512 -0.206
H 3.642 -1.435 -0.700
H 4.208 0.707 1.761
H 5.610 2.602 2.523
H 4.766 4.919 2.324
H 2.544 5.345 1.323
H 1.164 3.439 0.531
O -4.854 6.040 0.403
C -4.101 5.125 0.292
S -3.539 4.145 1.677
C -2.513 3.091 0.764
C -2.445 3.303 -0.623
S -1.443 2.431 -1.652
S -3.425 4.582 -1.266
S -1.641 1.893 1.581
F -6.482 -0.559 -0.208
C -5.392 0.146 -0.443
F -5.231 1.053 0.517
F -5.481 0.756 -1.617
S -3.917 -0.950 -0.395
O -2.852 0.080 -0.546
O -3.942 -1.666 0.835
N -4.092 -1.730 -1.742
S -2.836 -2.588 -2.217
O -2.034 -3.061 -1.128
O -3.183 -3.461 -3.285
C -1.747 -1.303 -3.024
F -2.438 -0.308 -3.553
F -0.860 -0.740 -2.119
F -1.001 -1.875 -3.945
```

***

The following is a DFT calculation (ωB97M-V/def2-TZVPD) of a 2-piece molecular cluster, C17H15N2O3 overall at a distorted geometry.

- Charge: -1
- Energy: -992.048915 a.u.
- Kohn-Sham gap: 0.1900 hartree
- HOMO level: -0.126 Ha
- E_LUMO: 1.76 eV

```
37
C17H15N2O3 | OMol25 | ωB97M-V/def2-TZVPD
C 0.654 -0.765 2.036
C 1.651 0.113 2.345
C 3.030 -0.244 2.361
N 4.170 -0.515 2.394
C 1.380 1.429 2.829
N 1.182 2.513 3.233
C -0.750 -0.391 2.189
C -1.228 0.833 1.664
C -2.566 1.190 1.806
C -3.447 0.363 2.513
C -2.978 -0.838 3.078
C -1.654 -1.226 2.884
H 0.900 -1.792 1.761
H -0.533 1.478 1.123
H -2.911 2.129 1.368
H -4.488 0.661 2.638
H -3.652 -1.466 3.660
H -1.273 -2.167 3.300
C 3.738 -1.157 -1.066
C 2.482 -1.955 -0.837
C 1.440 -1.921 -1.849
C 0.424 -3.000 -1.851
C -0.494 -2.993 -3.080
C -0.778 -1.574 -3.482
O 0.470 -0.905 -3.827
C 1.535 -1.001 -2.994
O 2.529 -0.317 -3.281
O 2.346 -2.649 0.188
H 3.578 -0.469 -1.919
H 4.024 -0.619 -0.155
H 4.551 -1.857 -1.319
H 0.949 -3.967 -1.842
H -0.190 -2.951 -0.938
H 0.006 -3.546 -3.888
H -1.433 -3.502 -2.844
H -1.377 -1.508 -4.395
H -1.272 -1.037 -2.661
```

***

The following is a DFT calculation (ωB97M-V/def2-TZVPD) of one molecule with the formula C17H15N3O3S.

- Structure (SMILES): COC(=O)CSc1cc(C(=O)c2nccn2C)c2ccccc2n1
- Energy: -1445.014164 a.u.
- Kohn-Sham gap: 0.2868 hartree
- HOMO level: -0.302 Ha
- E_LUMO: -0.42 eV

```
39
C17H15N3O3S | OMol25 | ωB97M-V/def2-TZVPD
C -0.676 4.644 -2.066
O -0.606 3.995 -0.806
C -0.553 4.785 0.265
O -0.553 5.986 0.222
C -0.465 3.984 1.541
S -1.509 2.499 1.496
C -0.298 1.272 1.156
C -0.747 -0.049 0.948
C 0.181 -1.027 0.709
C -0.256 -2.440 0.533
O 0.269 -3.368 1.128
C -1.351 -2.608 -0.411
N -1.824 -1.632 -1.172
C -2.792 -2.170 -1.924
C -2.923 -3.509 -1.627
N -2.005 -3.783 -0.673
C -1.809 -5.072 -0.067
C 1.564 -0.680 0.682
C 2.604 -1.596 0.443
C 3.908 -1.179 0.426
C 4.230 0.169 0.635
C 3.244 1.089 0.864
C 1.894 0.688 0.892
N 0.956 1.626 1.129
H 0.225 5.237 -2.237
H -0.763 3.855 -2.809
H -1.545 5.305 -2.103
H 0.554 3.599 1.660
H -0.755 4.601 2.389
H -1.803 -0.260 0.992
H -3.338 -1.581 -2.633
H -3.583 -4.258 -2.015
H -1.022 -5.000 0.680
H -2.734 -5.407 0.406
H -1.518 -5.800 -0.827
H 2.364 -2.637 0.289
H 4.700 -1.891 0.248
H 5.265 0.477 0.615
H 3.468 2.132 1.024
```